(1)
The following is a DFT calculation (ωB97M-V/def2-TZVPD) of the ion CH2OPS2 with charge -1.

Last column: Mulliken charge in e.
Element x y z (Å)
C  -1.2723  0.2145  -0.0565  0.376
O  -0.6683  1.2343  -0.2591  -0.570
P  1.5124  0.1420  -0.4811  -0.045
S  -2.8526  -0.0887  0.3713  -0.499
S  -0.0698  -1.2514  -0.2613  -0.283
H  2.2567  -0.9283  -0.1440  -0.027
H  1.0941  0.6776  0.8307  0.049

For the HOMO-LUMO gap, the calculation gives 7.45 eV. As for the multiplicity: 1. As for the charge: -1. The highest occupied orbital energy comes out at -3.7951 eV. The SMILES is [O-]C(=S)SP. The relative energy (zero: lowest compared OMol25 entry of this formula, charge and spin) comes out at 0.352 eV.

***

(2)
The following is a DFT calculation (ωB97M-V/def2-TZVPD) of a structure of composition C16H22BN7Ni.

Last column: Mulliken spin population.
Element x y z (Å)
C  1.4313  -2.1920  -1.0504  0.015
N  0.7186  -1.0386  -1.1163  -0.133
N  0.7863  -0.5702  -2.4267  0.000
C  1.6256  -1.3497  -3.1222  -0.028
C  2.0454  -2.3846  -2.2890  -0.041
B  -0.0770  0.6203  -2.9236  -0.035
N  -1.5089  0.3996  -2.3737  -0.004
N  -1.7187  -0.0046  -1.0644  -0.089
C  -3.0568  -0.1492  -0.8795  -0.003
C  -3.7002  0.2455  -2.0582  -0.026
C  -2.7041  0.5942  -2.9585  -0.009
Ni  -0.2573  -0.1759  0.2253  1.272
N  0.4657  1.8223  -2.1359  0.009
N  0.3306  1.8190  -0.7562  0.108
C  0.7715  3.0105  -0.3283  -0.012
C  1.2609  3.7582  -1.4136  0.014
C  1.0407  2.9703  -2.5472  -0.007
H  0.7186  3.3039  0.7127  0.005
H  1.2293  3.1315  -3.5892  0.001
H  1.7212  4.7224  -1.3767  0.001
H  -0.0464  0.7675  -4.1088  0.000
H  -2.7233  0.9456  -3.9734  0.000
H  1.8127  -1.1141  -4.1545  0.000
H  -4.7594  0.2745  -2.2321  -0.001
H  2.6860  -3.1843  -2.5536  -0.001
H  -3.4718  -0.4879  0.0597  -0.002
H  1.4322  -2.8083  -0.1616  -0.013
H  -1.6716  1.0654  1.3884  -0.005
C  -2.3708  0.6279  2.1330  0.012
H  -3.3497  1.1162  2.0260  0.001
H  -2.4641  -0.4561  2.0150  0.000
H  -2.0003  0.8537  3.1367  -0.001
C  -0.1185  -3.2771  2.0182  0.028
C  0.6666  -2.0944  2.3748  0.382
C  1.7636  -2.1148  3.2720  0.059
C  2.1515  -0.7690  3.4770  0.082
C  1.2983  0.0249  2.6938  0.330
C  1.3159  1.4939  2.6509  0.029
N  0.4368  -0.7800  1.9616  -0.051
H  0.5888  -4.0970  1.8362  0.018
H  -0.7232  -3.1278  1.1179  0.001
H  -0.7807  -3.5941  2.8436  0.032
H  2.2190  -3.0208  3.6647  0.002
H  2.9962  -0.3896  4.0516  0.000
H  1.3197  1.8991  3.6726  0.024
H  2.2204  1.8264  2.1329  0.042
H  0.4494  1.8873  2.1286  -0.004

For the HOMO-LUMO gap (alpha / beta), the calculation gives 4.04 / 6.32 eV. As for the multiplicity: 3. As for the expectation value of S²: 2.317. As for the charge: +2. The highest occupied orbital energy (alpha / beta) comes out at -15.1628 / -15.1440 eV.

***

(3)
The following is a DFT calculation (ωB97M-V/def2-TZVPD) of a cluster of 2 separate species, C5H15NO in total.

Last column: Mulliken charge in e.
Element x y z (Å)
C  -1.1656  -1.9045  -0.5938  -1.070
N  -1.0261  -0.6429  0.0860  0.007
C  -0.0964  -0.7355  1.2008  -1.001
C  0.5808  0.5916  -1.4152  -1.258
C  -0.8124  0.5094  -0.7777  0.437
C  -1.1442  1.8135  -0.0870  -1.598
H  -1.4845  -1.7644  -1.6157  0.387
H  -1.8570  -2.5560  -0.0596  0.321
H  -0.2137  -2.4567  -0.6655  0.325
H  -0.5454  -1.3043  2.0169  0.294
H  0.7270  -1.3569  0.9063  0.353
H  0.2408  0.2289  1.5770  0.287
H  0.5224  1.1040  -2.3815  0.367
H  1.1938  1.2294  -0.7681  0.298
H  1.1125  -0.3364  -1.5847  0.358
H  -1.5565  0.4201  -1.5733  0.382
H  -1.1360  2.6272  -0.7948  0.411
H  -0.4631  1.9929  0.7523  0.319
H  -2.1255  1.7925  0.4022  0.397
H  2.4551  0.5626  1.4316  0.331
H  3.5089  -0.3752  2.0267  0.324
O  3.2851  0.5608  1.9170  -0.670

For the HOMO-LUMO gap, the calculation gives 9.20 eV. As for the multiplicity: 1. The highest occupied orbital energy comes out at -8.3616 eV. The SMILES is CC(C)N(C)C.O. The relative energy (zero: lowest compared OMol25 entry of this formula, charge and spin) comes out at 1.108 eV.

***

(4)
The following is a DFT calculation (ωB97M-V/def2-TZVPD) of a structure of composition C32H40N2O2S2SeW.

Last column: Mulliken spin population.
Element x y z (Å)
W  2.3647  -1.6836  1.3360  2.037
C  -0.7355  5.2291  1.7401  0.000
C  -0.6487  4.6177  0.3346  0.000
C  -2.0456  4.1578  -0.1078  0.000
C  -0.1684  5.6993  -0.6329  0.000
C  0.2882  3.4107  0.3627  0.002
C  -0.0004  2.3398  1.1982  -0.003
C  0.8300  1.2392  1.1992  -0.016
Se  0.4440  -0.2898  2.3044  -0.074
C  -0.8894  -1.1289  1.1978  -0.007
C  -2.1994  -0.6786  1.2056  -0.004
C  -3.1258  -1.2871  0.3789  0.002
C  -2.6831  -2.3571  -0.4082  -0.003
C  -1.3810  -2.8379  -0.4271  -0.002
C  -0.4553  -2.1879  0.4092  0.064
O  0.8452  -2.5761  0.4553  -0.008
C  -0.9703  -4.0316  -1.2946  -0.003
C  -2.1380  -4.5420  -2.1432  0.000
C  -0.5077  -5.1833  -0.3882  0.003
C  0.1559  -3.6319  -2.2609  -0.008
C  -4.5880  -0.8502  0.3105  0.001
C  -4.9460  -0.4809  -1.1358  0.000
C  -5.4825  -2.0060  0.7805  0.000
C  -4.8616  0.3665  1.1951  0.000
C  1.9767  1.1552  0.4106  0.084
O  2.7487  0.0376  0.4691  -0.016
C  2.3020  2.2267  -0.4304  -0.010
C  1.4368  3.3204  -0.4220  -0.003
C  3.5593  2.2001  -1.3050  -0.003
C  3.5162  1.0016  -2.2665  -0.008
C  3.6818  3.4646  -2.1593  0.000
C  4.8047  2.1176  -0.4085  0.003
H  -1.3808  6.1100  1.7276  0.000
H  0.2522  5.5320  2.0922  0.000
H  -1.1497  4.5237  2.4623  0.000
H  -2.7302  5.0082  -0.1388  0.000
H  -2.4610  3.4191  0.5803  0.000
H  -2.0088  3.7087  -1.1022  0.000
H  -0.8732  6.5321  -0.6219  0.000
H  -0.1101  5.3283  -1.6582  0.000
H  0.8110  6.0889  -0.3481  0.000
H  -0.8758  2.3535  1.8364  0.002
H  -2.4752  0.1479  1.8465  0.002
H  -3.4093  -2.8418  -1.0443  0.000
H  -2.9573  -4.9181  -1.5269  0.000
H  -1.7876  -5.3681  -2.7634  0.000
H  -2.5254  -3.7688  -2.8103  0.000
H  -1.3321  -5.5335  0.2363  0.000
H  0.3145  -4.8838  0.2588  -0.003
H  -0.1670  -6.0201  -1.0019  0.000
H  -0.1688  -2.8175  -2.9127  0.000
H  0.4123  -4.4859  -2.8912  0.000
H  1.0531  -3.3188  -1.7342  0.010
H  -4.8212  -1.3263  -1.8134  0.000
H  -4.3150  0.3353  -1.4937  0.000
H  -5.9882  -0.1596  -1.1929  0.000
H  -5.3735  -2.8823  0.1396  0.000
H  -6.5318  -1.7037  0.7596  0.000
H  -5.2297  -2.3005  1.8008  0.000
H  -4.2502  1.2227  0.9001  0.000
H  -4.6754  0.1509  2.2494  0.000
H  -5.9085  0.6572  1.0981  0.000
H  1.6741  4.1495  -1.0688  0.000
H  2.6352  1.0585  -2.9100  0.000
H  3.4982  0.0534  -1.7364  0.010
H  4.4021  1.0167  -2.9048  0.000
H  2.8234  3.5944  -2.8218  0.000
H  4.5718  3.3818  -2.7846  0.000
H  3.7921  4.3620  -1.5471  0.000
H  4.7777  1.2470  0.2437  -0.003
H  4.8902  3.0129  0.2108  0.000
H  5.7007  2.0468  -1.0292  0.000
S  4.6156  -1.3879  2.1118  -0.048
C  5.1527  -2.8924  2.7645  0.020
C  6.4932  -2.9441  3.2676  -0.001
N  7.5673  -2.9832  3.6748  0.008
C  4.3380  -3.9740  2.7970  0.016
S  2.7254  -3.8969  2.1881  -0.049
C  4.7714  -5.2286  3.3365  -0.002
N  5.1061  -6.2362  3.7764  0.007

For the HOMO-LUMO gap (alpha / beta), the calculation gives 6.84 / 7.59 eV. As for the multiplicity: 3. As for the expectation value of S²: 2.022. The highest occupied orbital energy (alpha / beta) comes out at -8.3551 / -8.8072 eV. The relative energy (zero: lowest compared OMol25 entry of this formula, charge and spin) comes out at 0.000 eV.

***

multiplicity of number 3 (C5H15NO)?
1